{
  "formula": "C3H16N6O5",
  "method": "ωB97M-V/def2-TZVPD",
  "elements": ["O", "O", "O", "O", "O", "N", "N", "N", "N", "N", "N", "C", "C", "C", "H", "H", "H", "H", "H", "H", "H", "H", "H", "H", "H", "H", "H", "H", "H", "H"],
  "xyz": [[-0.439, 0.287, 4.908], [0.403, 0.515, -0.088], [-3.226, 2.025, -3.364], [3.175, 1.602, -0.339], [0.749, -2.440, -2.532], [-0.908, 0.387, 2.882], [1.331, -2.380, -0.373], [0.952, 1.328, 3.541], [-2.427, 1.511, -1.423], [-1.384, 0.812, -3.213], [-0.502, -3.333, -0.941], [-2.377, 1.471, -2.682], [0.597, -2.769, -1.384], [-0.113, 0.607, 3.794], [1.283, 0.852, -0.252], [2.248, -2.015, -0.588], [-1.172, 0.879, -4.198], [-1.704, 1.130, -0.829], [1.314, -2.901, 0.492], [-3.242, 1.962, -1.034], [-1.746, -0.140, 3.084], [1.463, 1.490, 4.397], [-0.576, -3.767, -0.032], [3.423, 2.471, -0.654], [-0.602, 0.556, -2.627], [1.139, 1.766, 2.650], [-1.007, -3.640, -1.759], [0.535, -0.412, 0.114], [3.546, 1.551, 0.542], [-0.732, 0.595, 1.909]],
  "atomic_forces_ev_per_a": [[0.178, -1.208, 3.891], [-1.268, 0.253, 0.063], [-1.264, 0.620, -1.151], [-0.756, -0.724, -0.624], [0.569, 0.024, -1.673], [-5.843, -1.947, -7.939], [3.780, 1.128, 2.635], [2.493, 1.095, 0.196], [-0.459, 0.139, 6.420], [3.356, -1.975, -1.372], [-3.107, -2.091, -0.577], [-1.396, 1.202, -4.189], [-0.297, 1.228, -0.532], [2.006, 1.535, 4.065], [0.950, 0.542, -0.106], [0.051, 0.136, -0.018], [-0.408, 0.162, 0.330], [-0.037, 0.083, 0.059], [-0.055, 0.139, -0.034], [0.411, -0.114, 0.078], [0.344, 0.180, 0.079], [0.410, 0.424, -0.647], [-0.164, -0.008, -0.433], [0.179, 0.653, -0.227], [0.005, -0.173, -0.060], [0.312, -0.101, 0.265], [-0.731, -0.505, 0.658], [0.175, -0.575, -0.022], [0.366, -0.110, 0.869], [0.202, -0.012, -0.003]],
  "total_charge": -1,
  "multiplicity": 2,
  "energy_ha": -828.7057,
  "homo_lumo_gap_ev": [2.71, 9.59],
  "largest_force_ev_per_a": 10.05,
  "e_lumo_ha": [0.1022, 0.0990]
}